54
Properties=species:S:1:pos:R:3:nbo_charge:R:1 method="wB97M-V/def2-TZVPD" total_charge=-1 s2=2.033 multiplicity=3 largest_force_ev_per_a=0.8 orbital_gap_ev="5.950 / 6.171" e_homo_ha="-0.1870 / -0.1876"
Mo -0.04773 0.11895 -1.26783 0.736
Se -2.06940 1.68293 -0.63543 -0.367
Te -2.97057 2.40952 -2.85468 0.037
Te -3.17111 -0.12014 -3.71039 0.103
Se -0.69004 -0.57161 -3.60844 -0.305
N 0.95668 0.43648 0.71211 -1.044
H 1.63201 -0.32261 0.78928 0.439
H 0.23742 0.28832 1.42350 0.436
H 1.44475 1.30956 0.87243 0.386
O -1.55576 -0.37678 1.88582 -0.655
C -1.75457 -1.15913 0.97068 0.818
O -1.15768 -1.09683 -0.17905 -0.691
C -2.71989 -2.29137 1.10093 -0.122
C -3.51444 -2.36730 2.23703 -0.161
C -4.42760 -3.39707 2.38019 -0.209
C -4.51244 -4.33729 1.36778 0.015
C -3.72211 -4.28809 0.23207 -0.203
C -2.81658 -3.25047 0.10058 -0.079
N -5.47892 -5.43486 1.50872 0.533
O -5.56265 -6.24592 0.60629 -0.384
O -6.16298 -5.46957 2.51617 -0.396
H -3.40555 -1.60917 2.99965 0.235
H -5.06242 -3.48365 3.24846 0.240
H -3.81429 -5.05582 -0.52055 0.244
H -2.15761 -3.19118 -0.75422 0.255
F 1.38677 -2.20250 0.53411 -0.606
B 0.82798 -3.44701 0.05974 1.353
F -0.19177 -3.82715 0.94143 -0.572
F 1.84133 -4.40352 0.01377 -0.563
F 0.30068 -3.22165 -1.22935 -0.570
S 0.72224 2.34812 -2.34571 0.028
C 0.43576 3.74909 -1.45881 0.092
N 0.34731 4.89609 -2.18824 -0.500
C 0.21837 6.14137 -1.66966 0.059
C 0.15169 6.31448 -0.32677 -0.294
C 0.20683 5.16235 0.48866 -0.138
C 0.32943 3.91981 -0.05741 -0.233
H 0.37071 4.77602 -3.19271 0.435
H 0.16802 6.94406 -2.39054 0.218
H 0.04551 7.30285 0.09321 0.231
H 0.14225 5.26315 1.56484 0.227
H 0.33987 3.04218 0.56172 0.243
C 4.83246 2.69639 0.70688 -0.759
S 3.63375 1.99796 -0.44874 0.289
C 4.05937 0.28888 -0.41028 -0.424
C 3.39962 -0.66673 -1.09289 -0.394
S 2.08841 -0.51818 -2.25334 -0.008
S 4.09902 -2.27374 -1.00774 0.583
C 5.44837 -1.89694 -0.01817 -0.573
S 6.63907 -2.94162 0.41943 -0.097
S 5.47474 -0.23184 0.47268 0.430
H 4.59476 3.75839 0.75906 0.231
H 5.85486 2.58467 0.35041 0.226
H 4.73602 2.26812 1.70333 0.225